Formula: C16H31F3N2O8S
Source: OMol25
Level of theory: wB97M-V/def2-TZVPD

Cartesian coordinates (Å):
C -1.045 3.286 4.666
O 0.239 2.855 5.159
C 0.865 3.762 5.933
O 2.000 4.085 5.730
N 0.061 4.212 7.047
N 0.420 3.526 8.272
C -0.432 2.675 8.553
S -1.476 1.610 8.925
C 0.014 5.626 7.213
F -0.659 5.899 8.336
F 1.193 6.221 7.302
F -0.645 6.151 6.194
H -1.520 2.410 4.258
H -1.685 3.656 5.454
H -0.889 4.039 3.905
C 2.255 -0.939 -1.709
O 2.353 0.316 -1.076
C 1.316 1.205 -1.453
C 0.965 2.152 -0.327
O 0.201 1.566 0.719
C 0.853 0.663 1.603
C 1.800 1.320 2.582
O 3.009 1.706 1.949
C 3.576 2.868 2.516
H 2.447 -0.850 -2.784
H 3.002 -1.596 -1.267
H 1.264 -1.380 -1.548
H 0.417 0.648 -1.741
H 1.661 1.791 -2.315
H 0.314 2.925 -0.744
H 1.852 2.653 0.064
H 1.344 -0.145 1.057
H 0.045 0.214 2.187
H 2.048 0.600 3.375
H 1.307 2.182 3.037
H 2.851 3.689 2.541
H 4.414 3.164 1.887
H 3.941 2.676 3.530
C -2.166 -2.206 -2.111
O -1.456 -2.919 -3.100
C -1.307 -4.293 -2.786
C -1.274 -5.143 -4.038
O -2.539 -5.330 -4.657
C -3.120 -4.233 -5.345
C -2.459 -3.897 -6.664
O -1.223 -3.229 -6.466
C -0.276 -3.510 -7.472
H -1.585 -2.140 -1.184
H -2.348 -1.201 -2.488
H -3.132 -2.682 -1.908
H -2.129 -4.635 -2.148
H -0.360 -4.423 -2.244
H -0.960 -6.146 -3.741
H -0.536 -4.771 -4.750
H -3.192 -3.352 -4.705
H -4.140 -4.554 -5.569
H -3.121 -3.228 -7.230
H -2.315 -4.818 -7.239
H -0.134 -4.590 -7.591
H 0.671 -3.069 -7.164
H -0.576 -3.072 -8.431

structure (SMILES): COC(=O)N(N=C=S)C(F)(F)F.COCCOCCOC.COCCOCCOC
LUMO energy: -0.0324 Ha
net charge: 0
HOMO energy: -9.08 eV
E: -55437.071 eV

Formula: C16H31FeNO4SbSi3
Source: OMol25
Level of theory: wB97M-V/def2-TZVPD

Cartesian coordinates (Å):
Fe 2.226 -0.718 0.706
O 1.225 2.016 4.554
C 1.592 1.078 3.649
O 1.298 -0.111 3.712
C 2.269 1.724 2.468
C 2.588 3.075 2.602
C 3.360 3.690 1.625
C 3.856 2.917 0.568
C 3.477 1.571 0.444
N 2.753 0.989 1.410
C 3.966 0.737 -0.751
O 4.671 1.101 -1.684
O 3.574 -0.493 -0.595
H 0.641 1.569 5.233
H 2.318 3.540 3.531
H 3.634 4.742 1.777
H 4.526 3.330 -0.160
C -2.295 -1.018 2.469
Si -2.512 0.071 0.950
C -4.114 -0.430 0.034
C -2.563 1.893 1.419
Sb -0.405 -0.631 -0.327
Si -0.390 -3.264 -0.693
C -0.065 -3.882 1.085
C 1.137 -3.488 -1.840
C -2.011 -3.800 -1.404
Si -0.426 0.897 -2.361
C -2.146 1.096 -3.079
C 0.800 0.097 -3.551
C 0.354 2.547 -1.794
H -3.133 -0.887 3.231
H -1.377 -0.763 2.995
H -2.181 -2.112 2.269
H -5.013 -0.078 0.594
H -4.235 -1.516 -0.131
H -4.173 0.061 -0.953
H -3.290 2.026 2.259
H -2.880 2.554 0.608
H -1.580 2.228 1.812
H 1.015 -4.179 1.115
H -0.714 -4.753 1.310
H -0.175 -3.116 1.905
H 1.972 -3.753 -1.118
H 1.405 -2.559 -2.374
H 0.894 -4.314 -2.543
H -2.816 -3.268 -0.877
H -2.161 -4.919 -1.285
H -2.139 -3.587 -2.469
H -2.684 0.128 -3.120
H -2.090 1.497 -4.143
H -2.749 1.876 -2.549
H 0.901 0.782 -4.422
H 0.449 -0.861 -3.937
H 1.794 -0.119 -3.140
H 0.230 2.799 -0.727
H -0.033 3.430 -2.374
H 1.426 2.557 -1.932

LUMO energy (alpha / beta): -0.1448 / -0.1503 Ha
net charge: +1
HOMO energy (alpha / beta): -11.36 / -11.58 eV
E: -91329.955 eV
2S+1: 5

Formula: C16H31FeNP2S
Source: OMol25
Level of theory: wB97M-V/def2-TZVPD

Cartesian coordinates (Å):
P 0.039 -1.379 -2.243
P 0.134 1.727 -2.128
C -0.291 -0.456 -3.836
C 0.363 0.919 -3.808
H -1.384 -0.377 -3.953
H 0.122 -1.054 -4.662
H 1.446 0.850 -4.000
H -0.098 1.569 -4.568
C -1.534 2.444 -2.513
H -1.782 3.183 -1.740
H -2.293 1.648 -2.494
H -1.523 2.924 -3.505
C 1.199 3.168 -2.519
H 0.862 3.659 -3.442
H 2.227 2.799 -2.642
H 1.165 3.866 -1.675
C -1.026 -2.808 -2.649
H -0.913 -3.563 -1.861
H -0.744 -3.220 -3.628
H -2.066 -2.453 -2.670
C 1.698 -2.028 -2.750
H 2.440 -1.217 -2.724
H 1.635 -2.448 -3.766
H 2.003 -2.805 -2.037
Fe -0.044 -0.182 3.475
C 0.691 1.462 2.204
C -0.698 1.426 2.093
C -1.561 0.778 1.053
C -1.944 -0.719 1.300
C -0.877 -1.537 1.949
C 0.509 -1.461 1.772
C 1.277 -0.605 0.803
C 1.703 0.794 1.333
C 0.286 -1.685 4.679
H 1.111 2.195 2.911
H -1.239 2.143 2.731
H -1.155 0.880 0.032
H -2.521 1.327 1.074
H -2.823 -0.743 1.963
H -2.287 -1.160 0.348
H -1.245 -2.386 2.537
H 1.091 -2.294 2.191
H 0.747 -0.480 -0.160
H 2.204 -1.154 0.569
H 2.610 0.656 1.945
H 2.014 1.403 0.462
H 1.229 -1.487 5.210
H 0.347 -2.651 4.155
H -0.524 -1.709 5.429
S -0.392 1.186 5.159
C -0.166 0.694 6.736
N -0.020 0.361 7.861

LUMO energy (alpha / beta): -0.0063 / -0.0391 Ha
net charge: 0
HOMO energy (alpha / beta): -6.26 / -8.05 eV
E: -82380.889 eV
2S+1: 5

Formula: C16H31MnNP2Se
Source: OMol25
Level of theory: wB97M-V/def2-TZVPD

Cartesian coordinates (Å):
P -0.821 -2.512 -4.947
P -0.679 0.509 -4.749
C -1.340 -1.493 -6.420
C -0.400 -0.300 -6.486
H -2.387 -1.139 -6.257
H -1.330 -2.216 -7.241
H 0.670 -0.575 -6.504
H -0.635 0.317 -7.364
C -2.184 1.556 -4.929
H -1.955 2.571 -4.519
H -3.010 1.102 -4.345
H -2.478 1.569 -5.998
C 0.331 1.916 -5.579
H -0.248 2.354 -6.420
H 1.295 1.555 -5.966
H 0.527 2.744 -4.901
C -2.045 -3.868 -5.095
H -1.458 -4.742 -4.793
H -2.338 -3.877 -6.157
H -2.933 -3.833 -4.431
C 0.899 -2.902 -4.830
H 1.563 -2.020 -4.975
H 0.978 -3.666 -5.630
H 1.171 -3.363 -3.862
Mn -2.151 -1.375 -3.802
C 1.405 3.489 -2.775
C 0.336 2.738 -2.453
C 0.211 1.437 -1.760
C 1.413 0.505 -1.574
C 2.521 0.244 -2.588
C 2.728 0.726 -3.845
C 3.234 2.168 -4.115
C 2.829 3.074 -2.888
C -1.447 -2.996 -2.539
H 1.249 4.506 -3.166
H -0.655 3.094 -2.738
H -0.666 0.892 -2.171
H -0.088 1.689 -0.726
H 1.958 0.922 -0.737
H 0.987 -0.399 -1.113
H 3.054 -0.617 -2.158
H 2.570 0.123 -4.759
H 2.798 2.546 -5.071
H 4.368 2.280 -4.187
H 3.221 2.537 -2.021
H 3.359 4.022 -2.975
H -0.724 -2.397 -1.991
H -1.061 -4.017 -2.718
H -2.291 -3.175 -1.864
Se -3.534 -0.032 0.732
C -3.465 -0.661 -0.981
N -3.355 -1.009 -2.130

LUMO energy (alpha / beta): -0.0122 / -0.0223 Ha
net charge: 0
HOMO energy (alpha / beta): -7.00 / -6.53 eV
E: -133818.988 eV
2S+1: 6

Formula: C16H31NP2Pt
Source: OMol25
Level of theory: wB97M-V/def2-TZVPD

Cartesian coordinates (Å):
P -4.853 2.968 0.033
P -5.431 -0.626 -1.563
C -6.030 2.217 -1.116
C -6.453 0.761 -0.901
H -5.653 2.360 -2.141
H -6.934 2.843 -1.023
H -6.640 0.569 0.166
H -7.422 0.640 -1.415
C -5.861 -0.651 -3.332
H -5.177 -1.300 -3.890
H -5.855 0.355 -3.770
H -6.878 -1.055 -3.439
C -6.299 -2.077 -0.908
H -7.244 -2.207 -1.452
H -6.523 -1.941 0.158
H -5.699 -2.983 -1.046
C -4.736 4.707 -0.481
H -3.865 5.192 -0.025
H -5.634 5.253 -0.172
H -4.645 4.774 -1.572
C -5.530 3.100 1.723
H -6.038 2.170 2.036
H -6.261 3.923 1.755
H -4.727 3.335 2.447
Pt 0.090 -0.182 1.768
C -3.658 -1.025 -1.436
C -2.841 -0.283 -2.366
C -3.126 1.073 -2.828
C -2.420 2.154 -1.989
C -3.117 2.618 -0.744
C -3.515 1.762 0.431
C -3.851 0.301 0.805
C -3.200 -0.882 0.057
C 0.584 1.770 1.799
H -3.617 -2.093 -1.709
H -1.841 -0.655 -2.540
H -4.203 1.331 -2.933
H -2.710 1.176 -3.851
H -1.409 1.836 -1.669
H -2.250 3.030 -2.632
H -2.529 3.465 -0.347
H -3.002 2.133 1.343
H -4.949 0.197 0.888
H -3.524 0.162 1.852
H -2.105 -0.798 0.119
H -3.463 -1.816 0.592
H 1.351 1.901 2.572
H -0.280 2.430 1.968
H 1.033 1.925 0.797
N 0.524 -1.905 -0.665
C 0.409 -1.241 0.312

LUMO energy (alpha / beta): -0.2050 / -0.3043 Ha
net charge: +2
HOMO energy (alpha / beta): -13.45 / -15.21 eV
E: -40385.617 eV
2S+1: 5

Formula: C16H31NP2SeSn
Source: OMol25
Level of theory: wB97M-V/def2-TZVPD

Cartesian coordinates (Å):
P -0.054 -1.500 -5.954
P 0.196 1.871 -5.776
C -0.321 -0.404 -7.426
C 0.417 0.941 -7.367
H -1.407 -0.261 -7.541
H 0.032 -0.984 -8.290
H 1.501 0.820 -7.519
H 0.045 1.619 -8.148
C -1.442 2.631 -6.092
H -1.726 3.266 -5.243
H -2.211 1.860 -6.233
H -1.356 3.246 -6.996
C 1.324 3.277 -6.024
H 0.953 3.887 -6.859
H 2.327 2.890 -6.251
H 1.361 3.875 -5.105
C -1.157 -2.899 -6.264
H -1.159 -3.557 -5.388
H -0.803 -3.448 -7.145
H -2.175 -2.528 -6.436
C 1.618 -2.140 -6.304
H 2.353 -1.323 -6.324
H 1.588 -2.636 -7.283
H 1.900 -2.866 -5.531
Sn 1.170 0.208 1.038
C 0.292 1.870 -3.149
C -1.062 1.708 -3.181
C -1.637 0.447 -3.703
C -1.716 -0.716 -2.667
C -0.825 -1.819 -3.089
C 0.457 -1.662 -3.546
C 1.298 -0.397 -3.629
C 1.137 0.738 -2.596
C 0.393 -1.821 1.328
H 0.764 2.859 -3.190
H -1.767 2.513 -2.943
H -0.992 0.090 -4.546
H -2.636 0.617 -4.142
H -1.488 -0.351 -1.645
H -2.761 -1.075 -2.645
H -1.198 -2.839 -2.964
H 1.066 -2.576 -3.581
H 1.166 0.075 -4.634
H 2.360 -0.706 -3.649
H 0.734 0.362 -1.630
H 2.148 1.127 -2.370
H 1.067 -2.332 2.030
H 0.393 -2.314 0.348
H -0.625 -1.740 1.732
Se -0.360 0.930 5.793
C 0.204 0.667 4.165
N 0.614 0.500 3.054

LUMO energy (alpha / beta): -0.3378 / -0.3445 Ha
net charge: +2
HOMO energy (alpha / beta): -11.58 / -11.57 eV
E: -108318.762 eV

Formula: C16H32As2AuP2
Source: OMol25
Level of theory: wB97M-V/def2-TZVPD

Cartesian coordinates (Å):
Au -0.223 0.218 0.470
C 3.898 -0.989 0.134
As 2.424 0.253 0.137
C 2.651 1.243 -1.505
C 2.775 1.444 1.621
C 3.753 2.429 1.561
C 4.002 3.223 2.679
C 3.300 3.013 3.859
C 2.336 2.012 3.933
C 2.084 1.227 2.813
As 0.777 -0.175 2.852
C -0.345 0.055 4.395
C 1.635 -1.878 3.127
H 4.789 -0.372 0.019
H 3.801 -1.670 -0.708
H 3.947 -1.543 1.066
H 3.548 1.858 -1.434
H 1.786 1.866 -1.712
H 2.776 0.523 -2.312
H 4.328 2.593 0.657
H 4.751 4.003 2.627
H 3.503 3.626 4.728
H 1.810 1.848 4.865
H 0.303 -0.046 5.267
H -1.082 -0.745 4.408
H -0.840 1.022 4.403
H 2.293 -1.764 3.990
H 2.206 -2.186 2.256
H 0.871 -2.623 3.342
C -3.451 -1.034 0.732
P -2.539 0.235 -0.164
C -2.950 0.057 -1.910
C -3.144 1.856 0.386
C -2.322 2.966 -0.261
P -0.551 2.885 0.163
C -0.340 3.494 1.845
C 0.283 4.041 -0.936
H -4.523 -0.871 0.596
H -3.218 -1.005 1.796
H -3.195 -2.016 0.334
H -4.010 0.290 -2.033
H -2.776 -0.973 -2.220
H -2.356 0.715 -2.542
H -3.084 1.892 1.476
H -4.200 1.946 0.118
H -2.659 3.955 0.068
H -2.402 2.947 -1.350
H -0.906 4.426 1.941
H 0.717 3.692 2.032
H -0.700 2.776 2.580
H -0.126 5.029 -0.697
H 0.079 3.806 -1.980
H 1.359 4.053 -0.766

LUMO energy (alpha / beta): -0.3091 / -0.4651 Ha
net charge: +3
HOMO energy (alpha / beta): -17.55 / -18.41 eV
E: -161031.351 eV
2S+1: 3

Formula: C16H32Br16
Source: OMol25
Level of theory: wB97M-V/def2-TZVPD

Cartesian coordinates (Å):
Br -18.380 39.096 -7.357
C -17.387 40.591 -8.242
C -17.098 41.664 -7.293
Br -16.466 43.397 -8.071
H -18.014 40.900 -9.078
H -16.466 40.292 -8.742
H -16.301 41.255 -6.672
H -17.949 42.048 -6.730
Br -13.910 37.088 -15.964
C -13.301 35.585 -14.797
C -12.283 36.133 -13.823
Br -13.187 37.538 -12.749
H -12.763 34.934 -15.486
H -14.188 34.991 -14.578
H -11.454 36.582 -14.371
H -11.952 35.310 -13.190
Br -15.234 40.898 -15.853
C -16.506 39.883 -14.649
C -16.204 40.451 -13.249
Br -17.214 39.495 -11.884
H -16.190 38.841 -14.700
H -17.504 40.041 -15.057
H -16.496 41.501 -13.234
H -15.164 40.362 -12.934
Br -9.621 40.469 -8.995
C -8.574 39.010 -10.045
C -9.275 37.710 -9.720
Br -8.677 36.015 -10.540
H -7.499 39.094 -9.888
H -8.800 39.319 -11.066
H -10.302 37.981 -9.964
H -9.104 37.680 -8.644
Br -13.851 39.239 -5.463
C -13.541 37.288 -5.528
C -12.397 36.903 -4.595
Br -12.218 34.956 -4.894
H -13.430 36.995 -6.573
H -14.441 36.717 -5.299
H -12.517 37.099 -3.529
H -11.534 37.464 -4.954
Br -16.482 46.833 -10.472
C -16.286 45.225 -11.676
C -14.932 45.260 -12.343
Br -15.066 46.192 -14.082
H -17.060 45.381 -12.428
H -16.615 44.333 -11.142
H -14.582 44.266 -12.622
H -14.165 45.578 -11.637
Br -12.905 38.054 -8.921
C -13.574 39.578 -10.109
C -13.490 40.902 -9.334
Br -14.195 42.311 -10.531
H -14.536 39.167 -10.414
H -12.955 39.585 -11.007
H -12.479 41.266 -9.155
H -14.042 40.994 -8.399
Br -15.263 43.103 -3.594
C -13.674 43.627 -4.666
C -13.020 42.434 -5.308
Br -11.675 43.169 -6.557
H -12.901 43.989 -3.987
H -13.920 44.372 -5.423
H -13.736 41.832 -5.867
H -12.637 41.732 -4.567

LUMO energy (alpha / beta): 0.0654 / 0.0652 Ha
net charge: -1
HOMO energy (alpha / beta): -0.49 / -5.87 eV
E: -1137790.536 eV
2S+1: 2